{
  "formula": "C4H11ClInO2S",
  "method": "wB97M-V/def2-TZVPD",
  "homo_lumo_gap_ev": 7.3,
  "relative_energy_kcal_mol": 6.4,
  "charge": -1,
  "lumo_energy_ha": 0.09544,
  "homo_ev": -4.7,
  "elements": ["In", "Cl", "S", "O", "O", "C", "C", "C", "C", "H", "H", "H", "H", "H", "H", "H", "H", "H", "H", "H"],
  "coordinates": [[-3.81863, -0.36377, -1.64362], [-4.38562, -2.61194, -2.54357], [0.36542, 0.16909, 1.72066], [0.80806, 0.41252, 3.07906], [-1.01743, -0.10938, 1.39457], [0.94210, 1.49265, 0.66838], [1.38218, -1.10809, 1.00608], [2.01839, 0.88598, -0.23030], [1.69694, -0.59892, -0.39264], [0.09197, 1.85664, 0.08490], [2.29120, -1.18893, 1.60957], [1.34248, 2.30006, 1.28669], [2.06125, 1.39873, -1.19629], [-5.06218, 0.05240, -0.41279], [0.84464, -2.05784, 1.00669], [-2.22523, -0.47220, -0.79957], [2.52947, -1.14788, -0.84227], [-3.68733, 0.81307, -2.99815], [3.00086, 0.99665, 0.24451], [0.82146, -0.71882, -1.04193]],
  "forces_ev_per_angstrom": [[0.3459, 0.5322, 0.4748], [0.0262, 0.0854, -0.0214], [-0.8105, -0.2560, 0.1351], [-0.2378, -0.0243, -0.1436], [0.9215, 0.2514, 0.7049], [0.1909, 0.6397, -0.3508], [0.3406, -0.4366, -0.2325], [0.3013, 0.0989, -0.1742], [-0.1031, -0.0882, -0.3177], [0.0101, -0.1830, 0.1784], [-0.1435, 0.0381, 0.0032], [-0.2228, -0.1671, 0.0267], [-0.0168, -0.0615, 0.1558], [0.1384, -0.1513, -0.3895], [-0.0769, 0.1994, 0.1315], [-0.3728, -0.1575, -0.4829], [-0.1102, 0.0520, 0.0595], [-0.1491, -0.3287, 0.1512], [-0.1027, -0.0155, -0.0408], [0.0714, -0.0273, 0.1322]],
  "lowdin_charge": [-0.05, -0.36, 0.65, -0.35, -0.35, -0.23, -0.24, -0.23, -0.23, 0.11, 0.10, 0.10, 0.11, -0.17, 0.11, -0.15, 0.11, -0.18, 0.11, 0.12]
}


{
  "formula": "C4H11ClN2O",
  "method": "wB97M-V/def2-TZVPD",
  "homo_lumo_gap_ev": 9.0,
  "relative_energy_kcal_mol": 35.2,
  "lumo_energy_ha": 0.03465,
  "homo_ev": -8.1,
  "elements": ["Cl", "O", "N", "N", "C", "C", "C", "C", "H", "H", "H", "H", "H", "H", "H", "H", "H", "H", "H"],
  "coordinates": [[3.52893, -1.28239, -0.46806], [0.42579, -1.70753, -0.41782], [-0.18993, 2.30038, -0.59605], [1.65505, 1.50571, 0.61150], [-1.72481, -0.87829, -1.01175], [-0.84589, -0.94095, 1.46842], [0.51172, 1.30566, -0.01077], [-0.59986, -1.13302, -0.01300], [2.19129, 2.35819, 0.53141], [-0.64440, 0.02381, 1.82624], [-1.86880, -1.28930, 1.82695], [0.00992, 3.40360, -0.77393], [-0.85785, 1.86138, -1.16544], [2.13351, 0.62807, 0.78248], [-1.40719, -1.03484, -1.98093], [2.38691, -1.81291, -0.74997], [-2.40085, -1.77886, -0.85618], [-0.02823, -1.56370, 1.95397], [-2.27531, 0.03500, -0.95708]],
  "forces_ev_per_angstrom": [[0.1789, -0.0611, -0.0501], [-1.7108, 0.5754, 0.7719], [1.7547, 2.5340, 0.5162], [-0.1034, -0.0950, -0.1789], [-0.6511, -1.9304, 2.0172], [0.2162, -2.8412, 0.7427], [-0.8073, 0.4160, -0.6690], [1.2618, -0.4106, -1.0875], [0.2750, 0.1254, 0.1214], [-0.1256, 1.5182, 0.0769], [1.2430, 0.4007, -0.6126], [-0.2434, -3.3735, 0.6084], [-1.2097, 0.3706, -0.8531], [0.3158, 0.5180, 0.2236], [1.1429, -0.0501, -2.0449], [-0.2057, 0.1304, 0.1420], [0.2503, 1.1879, 0.1074], [-1.1801, 0.4543, -0.3714], [-0.4013, 0.5309, 0.5398]],
  "lowdin_charge": [0.30, -0.06, 0.03, 0.08, -0.03, -0.04, -0.29, -0.51, 0.09, 0.03, 0.10, 0.16, 0.03, 0.03, 0.05, -0.25, 0.11, 0.10, 0.06]
}


{
  "formula": "C4H11ClNO2PdSm",
  "method": "wB97M-V/def2-TZVPD",
  "homo_lumo_gap_ev": [4.1, 5.4],
  "relative_energy_kcal_mol": 23.8,
  "charge": -2,
  "lumo_energy_ha": [0.20428, 0.19926],
  "spin_multiplicity": 8,
  "homo_ev": [1.5, 0.0],
  "elements": ["Sm", "Pd", "Cl", "O", "O", "N", "C", "C", "C", "C", "H", "H", "H", "H", "H", "H", "H", "H", "H", "H", "H"],
  "coordinates": [[-0.13173, 2.10304, -0.44414], [0.20126, -0.74319, -2.19986], [-1.11886, 4.36404, -0.96564], [0.63097, 0.50026, 2.80350], [1.43582, 1.56416, 1.03923], [0.43416, 1.09576, 1.76043], [-0.84960, -0.10718, -3.81984], [1.61687, 0.78773, -2.16434], [-1.53944, 0.33000, -0.00430], [0.92669, -2.56421, -1.89350], [1.29612, 1.80337, -2.49030], [-1.45097, 0.80452, -3.64550], [-2.53909, 0.77157, -0.08038], [2.24996, 0.37577, -2.97035], [-1.35213, 0.03683, 1.04889], [0.35983, -3.54974, -1.92033], [-1.50691, -0.60381, -0.58634], [2.21898, 0.82731, -1.22321], [-1.53978, -0.90787, -4.14076], [2.03202, -2.59542, -1.60896], [-0.16208, 0.10934, -4.64490]],
  "forces_ev_per_angstrom": [[0.6734, -0.2074, -1.3405], [-0.6633, -0.1860, 0.0059], [-0.9491, 2.1425, -0.4510], [0.8686, 0.2961, -0.7305], [1.0144, -1.4335, 2.9330], [0.5494, 1.3091, 0.1888], [-0.0084, 1.2223, -0.3520], [0.3120, 0.2380, -0.6062], [-1.2836, -2.0002, 0.5280], [0.8171, -1.2588, 1.1419], [0.3593, -0.2372, 0.0381], [0.1198, -0.1997, -0.0556], [-0.4509, -0.0512, -0.0323], [-0.0465, 0.3814, 0.2787], [-0.4597, 0.0531, -0.5978], [1.0966, 0.7317, 0.1279], [-0.4208, -0.0431, 0.0104], [-0.5637, -0.0261, -0.5561], [0.2677, 0.0173, 0.2859], [-1.1463, -0.7536, -0.7132], [-0.0861, 0.0054, -0.1034]],
  "lowdin_charge": [0.77, 0.59, -0.44, -0.10, -0.36, -0.39, -0.30, -0.35, -0.41, -0.31, -0.06, -0.04, -0.07, -0.03, -0.06, -0.14, -0.09, -0.03, -0.03, -0.12, -0.05]
}


{
  "formula": "C4H11ClNOPd",
  "method": "wB97M-V/def2-TZVPD",
  "homo_lumo_gap_ev": [8.6, 6.3],
  "relative_energy_kcal_mol": 84.6,
  "charge": 1,
  "lumo_energy_ha": [-0.17574, -0.26103],
  "spin_multiplicity": 3,
  "homo_ev": [-13.4, -13.4],
  "elements": ["Pd", "Cl", "O", "N", "C", "C", "C", "C", "H", "H", "H", "H", "H", "H", "H", "H", "H", "H", "H"],
  "coordinates": [[-3.72293, -0.88683, 1.48477], [-2.45995, 0.53799, 1.54919], [1.15385, -1.19719, -0.12838], [-1.57765, 1.32675, -0.50210], [0.65586, 1.46273, -1.57596], [1.76800, -2.01680, 0.85939], [0.17823, -0.31535, 0.36868], [-0.35453, 0.55833, -0.80115], [1.05074, -2.52926, 1.50051], [0.64190, 0.23832, 1.18511], [1.49288, 0.92995, -2.02723], [-2.20555, 0.88631, 0.15506], [-1.29444, 2.17163, -0.02664], [-0.71492, -0.16134, -1.53620], [0.21291, 1.96621, -2.43527], [-0.66769, -0.86709, 0.77865], [1.04438, 2.12404, -0.80148], [2.39068, -1.46504, 1.56361], [2.40824, -2.76338, 0.38946]],
  "forces_ev_per_angstrom": [[-6.5232, -7.3718, -0.2950], [4.7498, 6.1191, 5.4412], [-0.1737, -0.0125, -0.4466], [4.2992, 1.0771, -1.9836], [-0.1204, -0.3977, 1.1507], [0.0911, -0.0252, 0.5097], [0.8469, -0.2850, 0.0365], [-0.2483, -0.3870, -2.3534], [-0.4195, -0.1718, -0.2303], [-0.2264, 0.6185, 0.1482], [-0.0935, -0.4655, 0.5160], [-1.9959, -0.6312, -1.7508], [-0.0325, 1.0717, -0.2656], [0.0237, -0.4625, 0.0290], [-0.3834, 0.2740, 0.4529], [0.0504, -0.2341, -0.0247], [0.2665, 0.5823, -0.4747], [0.1419, 0.4939, -0.1660], [-0.2528, 0.2078, -0.2935]],
  "lowdin_charge": [0.51, 0.45, -0.17, 0.13, -0.01, -0.08, -0.23, -0.34, 0.09, 0.13, 0.09, -0.26, 0.12, 0.15, 0.09, 0.06, 0.09, 0.09, 0.10]
}


{
  "formula": "C4H11CoO2",
  "method": "wB97M-V/def2-TZVPD",
  "homo_lumo_gap_ev": [5.6, 8.6],
  "lumo_energy_ha": [0.02360, 0.01499],
  "spin_multiplicity": 5,
  "homo_ev": [-4.9, -8.2],
  "elements": ["Co", "O", "O", "C", "C", "C", "C", "H", "H", "H", "H", "H", "H", "H", "H", "H", "H", "H"],
  "coordinates": [[-0.84972, -1.01880, -0.88326], [0.71135, -0.76168, 0.43074], [-1.56587, 0.61667, 0.16408], [0.30551, 0.01878, 1.54821], [-0.55108, 1.13682, 1.00526], [-1.03880, 0.58779, -2.53771], [1.72581, -1.70830, 0.71667], [1.18599, 0.43797, 2.05941], [-0.23360, -0.60341, 2.28089], [0.08410, 1.80034, 0.39388], [-1.79098, 1.33324, -0.71196], [1.39781, -2.41260, 1.49599], [-0.36679, 1.44355, -2.34392], [1.93554, -2.25457, -0.20976], [-2.06337, 0.75820, -2.90944], [2.63343, -1.18948, 1.05721], [-0.53796, 0.11059, -3.39980], [-0.98137, 1.70489, 1.84349]],
  "forces_ev_per_angstrom": [[-0.9708, 0.2857, -1.9237], [0.4958, 0.4874, 0.3858], [-1.4600, 2.7436, -2.3959], [-0.0216, -0.0248, 0.3352], [0.3765, 0.9329, -0.0720], [0.9602, -1.5605, -0.0246], [0.3694, -0.4127, 0.1082], [-0.1681, -0.0253, -0.1811], [0.0213, 0.0269, -0.2942], [-0.0734, -0.1107, 0.3614], [1.2402, -3.2818, 3.3823], [0.0244, 0.1457, -0.2321], [-0.7702, 0.2950, -0.0375], [-0.0966, 0.1436, 0.2945], [0.3393, 0.5396, 0.4004], [-0.2038, -0.0756, -0.1022], [-0.1460, -0.0312, 0.2199], [0.0834, -0.0780, -0.2241]],
  "lowdin_charge": [0.61, -0.39, -0.28, -0.20, -0.24, -0.28, -0.10, 0.14, 0.14, 0.13, 0.20, 0.10, -0.04, 0.09, -0.04, 0.10, -0.05, 0.13]
}


{
  "formula": "C4H11CsNO9S2",
  "method": "wB97M-V/def2-TZVPD",
  "homo_lumo_gap_ev": 1.8,
  "relative_energy_kcal_mol": 73.8,
  "charge": -3,
  "lumo_energy_ha": 0.18467,
  "homo_ev": 3.3,
  "elements": ["Cs", "S", "S", "O", "O", "O", "O", "O", "O", "O", "O", "O", "N", "C", "C", "C", "C", "H", "H", "H", "H", "H", "H", "H", "H", "H", "H", "H"],
  "coordinates": [[-0.76415, 1.41346, -1.90735], [-3.21577, -0.60112, -0.03447], [-3.39067, 1.07826, -4.47282], [-3.10617, -0.13790, -3.68595], [-4.55985, -0.85329, -0.59583], [2.61225, -1.25516, 1.10252], [-2.99806, -1.36808, 1.20308], [-2.41042, 2.12947, -4.06438], [-3.17294, 0.75907, -5.90336], [-2.36238, -1.19951, -1.09823], [-2.86385, 0.83129, -0.02184], [-4.78777, 1.44879, -4.18023], [1.48586, 1.32782, 0.08290], [2.61246, -0.04920, 1.81405], [3.52310, -2.20316, 1.62292], [1.50024, 0.89023, 1.46569], [0.10358, 0.32786, 1.74152], [2.43861, 1.65382, -0.13157], [1.55224, 0.43611, -0.41541], [-0.59136, 1.16883, 1.67645], [3.56469, 0.48350, 1.64676], [4.52914, -1.79648, 1.75982], [3.53151, -3.12054, 1.04237], [-0.39168, -0.36066, 1.04648], [1.48642, 1.80331, 2.07322], [3.07738, -2.44032, 2.59952], [0.08959, -0.11317, 2.74186], [2.50802, -0.25320, 2.89228]],
  "forces_ev_per_angstrom": [[-1.8095, -0.7938, -0.6794], [-0.8517, -2.8568, -4.6248], [-0.4088, -2.5039, 0.7770], [0.8142, 0.0919, -0.0318], [-1.0917, 0.8898, 1.8122], [0.1570, -0.1176, -1.1139], [0.2488, 0.6956, 1.9415], [0.4422, 1.4302, 0.0723], [-0.1156, 0.5866, -1.1963], [2.4200, -0.2135, 0.3957], [0.2224, 1.5627, 1.7845], [-0.2606, 1.2592, -0.6584], [2.1641, -0.5920, -0.6170], [0.6773, 0.3456, 1.0521], [-1.2601, 0.5386, 0.9875], [-2.1436, -0.1084, -0.3462], [-0.5584, 0.1762, 0.2720], [-0.2313, 0.5153, 0.0969], [-0.7253, 0.0558, -0.3247], [-0.1054, -0.0599, 0.3676], [0.2150, -0.1391, 0.1115], [0.1144, 0.0224, -0.1168], [-0.0617, 0.2120, -0.3932], [0.6370, -0.3361, -0.1531], [0.9020, -0.2155, 0.2754], [0.6485, -0.3827, 0.2491], [-0.2735, 0.0313, 0.0145], [0.2343, -0.0939, 0.0456]],
  "lowdin_charge": [1.14, 0.10, 0.11, -0.47, -0.44, -0.17, -0.48, -0.69, -0.51, -0.54, -0.60, -0.46, -0.08, -0.25, -0.11, -0.46, -0.06, 0.07, 0.04, 0.08, 0.12, 0.08, 0.08, 0.08, 0.13, 0.09, 0.08, 0.12]
}


Summary of total energy in eV
-36953.359 -21874.726 -43810.121 -23853.149 -46042.886 -46457.303
(order as listed above)